# 1
{
  "formula": "C4H7Br",
  "method": "wB97M-V/def2-TZVPD",
  "e_tot_ev": -74300.3245,
  "molar_mass_g_mol": 135.00,
  "lumo_energy_ev": 0.45,
  "multiplicity": 1,
  "e_above_lowest_kj_mol": 319.27,
  "homo_energy_ev": -8.6,
  "gap_ev": 9.040,
  "species": ["C", "C", "C", "C", "Br", "H", "H", "H", "H", "H", "H", "H"],
  "positions_angstrom": [[1.363, -0.272, 0.076], [-0.232, 1.273, -0.149], [0.066, -1.092, -0.154], [-0.848, -0.012, 0.357], [-2.837, -0.033, -0.099], [1.896, -0.037, -0.961], [1.887, -0.307, 0.927], [-0.112, 2.107, 0.493], [-0.116, 1.589, -1.275], [-0.267, -1.214, -1.114], [0.116, -1.975, 0.499], [-0.916, -0.026, 1.400]],
  "nbo_charge": [-0.320, -0.346, -0.473, -0.201, -0.139, 0.220, 0.185, 0.203, 0.223, 0.223, 0.214, 0.211]
}

# 2
{
  "formula": "C4H7Br2Cl2O4P",
  "method": "wB97M-V/def2-TZVPD",
  "e_tot_ev": -186867.0370,
  "molar_mass_g_mol": 380.78,
  "lumo_energy_ev": 0.18,
  "multiplicity": 1,
  "homo_energy_ev": -10.1,
  "gap_ev": 10.311,
  "species": ["C", "H", "H", "H", "O", "P", "O", "O", "C", "H", "H", "H", "O", "C", "C", "Cl", "Br", "Cl", "H", "Br"],
  "positions_angstrom": [[2.054, 1.076, 1.464], [2.115, 0.071, 1.637], [2.845, 1.631, 1.029], [1.650, 1.651, 2.397], [1.015, 1.493, 0.597], [0.511, 0.049, -0.186], [1.000, -1.342, 0.385], [0.617, 0.441, -1.868], [1.701, -0.247, -2.554], [1.890, -1.279, -1.969], [1.388, -0.584, -3.717], [2.635, 0.409, -2.681], [-1.190, 0.577, -0.130], [-1.999, 0.218, 0.650], [-2.868, -0.863, 0.519], [-3.980, -1.202, 1.825], [-3.753, -0.799, -1.058], [-1.799, -2.507, 0.550], [-2.779, 1.156, 0.673], [-1.055, 0.053, 2.436]],
  "nbo_charge": [-0.288, 0.219, 0.194, 0.196, -0.744, 2.367, -0.985, -0.767, -0.302, 0.219, 0.208, 0.199, -0.707, 0.069, -0.190, 0.077, 0.196, -0.099, 0.222, -0.085]
}

# 3
{
  "formula": "C4H7Br9N2O",
  "method": "wB97M-V/def2-TZVPD",
  "e_tot_ev": -639670.2111,
  "molar_mass_g_mol": 818.25,
  "lumo_energy_ev": -0.79,
  "multiplicity": 1,
  "homo_energy_ev": -10.1,
  "gap_ev": 9.275,
  "species": ["C", "Br", "Br", "Br", "H", "C", "Br", "Br", "Br", "H", "C", "Br", "Br", "Br", "H", "C", "O", "N", "N", "H", "H", "H", "H"],
  "positions_angstrom": [[5.898, 2.474, 1.179], [5.770, 2.729, -0.803], [4.270, 1.487, 1.940], [6.467, 4.079, 2.125], [6.756, 1.803, 1.139], [-7.308, 4.025, 3.015], [-6.241, 5.654, 3.023], [-8.333, 4.053, 1.351], [-8.367, 3.930, 4.644], [-6.611, 3.188, 3.015], [-0.295, 3.152, -2.783], [-0.490, 4.419, -4.325], [0.284, 1.421, -3.428], [-1.991, 2.975, -1.788], [0.536, 3.594, -2.232], [1.580, -6.332, -1.035], [2.583, -6.587, -1.548], [0.601, -5.579, -1.575], [1.374, -6.591, 0.244], [-0.075, -5.076, -1.019], [0.871, -5.318, -2.513], [2.189, -7.068, 0.601], [0.530, -6.430, 0.775]],
  "nbo_charge": [-0.447, 0.054, 0.062, 0.113, 0.217, -0.481, 0.074, 0.086, 0.093, 0.227, -0.460, 0.048, 0.094, 0.089, 0.228, 0.764, -0.639, -0.863, -0.854, 0.392, 0.403, 0.405, 0.392]
}

# 4
{
  "formula": "C4H7BrCl2OS",
  "method": "wB97M-V/def2-TZVPD",
  "e_tot_ev": -112229.1954,
  "molar_mass_g_mol": 253.98,
  "lumo_energy_ev": 0.33,
  "multiplicity": 1,
  "e_above_lowest_kj_mol": 163.38,
  "homo_energy_ev": -9.6,
  "gap_ev": 9.974,
  "species": ["C", "C", "C", "C", "O", "S", "Cl", "Cl", "Br", "H", "H", "H", "H", "H", "H", "H"],
  "positions_angstrom": [[1.183, -1.840, -1.898], [0.224, 0.782, 0.824], [-0.483, 2.172, 1.034], [1.016, -1.321, -0.713], [1.915, 1.274, -1.120], [0.673, 0.497, -0.906], [-2.090, 2.317, 0.297], [0.833, -2.159, 0.765], [4.485, 0.900, 0.590], [1.297, -1.095, -2.719], [3.643, 1.374, -0.536], [1.395, -3.025, -2.023], [1.225, 0.895, 1.256], [-0.480, -0.043, 1.136], [0.110, 3.055, 0.571], [-0.862, 2.268, 2.091]],
  "nbo_charge": [-0.369, -0.659, -0.400, -0.309, -0.984, 1.280, -0.071, 0.056, -0.297, 0.234, 0.270, 0.238, 0.266, 0.256, 0.245, 0.244]
}

# 5
{
  "formula": "C4H7BrN4O",
  "method": "wB97M-V/def2-TZVPD",
  "e_tot_ev": -82306.5602,
  "molar_mass_g_mol": 207.03,
  "lumo_energy_ev": 0.32,
  "multiplicity": 1,
  "e_above_lowest_kj_mol": 162.23,
  "homo_energy_ev": -7.8,
  "gap_ev": 8.112,
  "species": ["C", "C", "C", "C", "N", "N", "N", "N", "O", "Br", "H", "H", "H", "H", "H", "H", "H"],
  "positions_angstrom": [[-2.304, -0.750, -0.409], [-1.364, -0.096, 0.498], [1.469, -0.277, 1.349], [1.799, 1.074, -0.766], [-0.337, -0.332, -1.507], [-3.518, -1.022, -0.122], [-0.218, 0.110, -0.245], [0.915, 0.638, 0.272], [-1.652, -0.921, -1.582], [-1.636, 0.532, 2.191], [2.592, -0.222, 1.153], [1.207, 0.029, 2.275], [1.070, -1.255, 1.113], [2.823, 1.369, -0.409], [2.015, 0.422, -1.595], [1.323, 2.020, -1.295], [-4.183, -1.320, -0.920]],
  "nbo_charge": [0.464, -0.124, -0.393, -0.446, -0.046, -0.764, 0.048, -0.243, -0.317, 0.165, 0.210, 0.212, 0.209, 0.223, 0.214, 0.221, 0.366]
}

# 6
{
  "formula": "C4H7BrNO2",
  "method": "wB97M-V/def2-TZVPD",
  "e_tot_ev": -79890.4665,
  "molar_mass_g_mol": 181.01,
  "lumo_energy_ev": 3.81,
  "multiplicity": 1,
  "e_above_lowest_kj_mol": 172.80,
  "homo_energy_ev": -4.9,
  "gap_ev": 8.690,
  "charge": -1,
  "species": ["C", "C", "C", "C", "N", "O", "O", "Br", "H", "H", "H", "H", "H", "H", "H"],
  "positions_angstrom": [[0.377, -1.599, 1.845], [-1.820, -0.819, -0.432], [1.476, 0.652, 0.915], [-0.554, -0.027, -0.113], [0.436, -0.361, 0.734], [-0.409, -2.480, 1.659], [1.146, -1.346, 2.723], [-1.538, 2.268, 0.435], [-1.906, -0.868, -1.469], [-1.766, -1.889, -0.096], [-2.623, -0.175, -0.115], [1.003, 1.532, 0.994], [1.798, 0.366, 1.992], [2.339, 0.550, 0.371], [-0.227, 0.407, -1.054]],
  "nbo_charge": [0.922, -0.703, -0.456, 0.277, -0.474, -0.709, -0.709, -0.697, 0.198, 0.260, 0.260, 0.223, 0.253, 0.184, 0.171]
}

# 7
{
  "formula": "C4H7BrO",
  "method": "wB97M-V/def2-TZVPD",
  "e_tot_ev": -76347.1210,
  "molar_mass_g_mol": 151.00,
  "lumo_energy_ev": [0.67, 0.65],
  "multiplicity": 1,
  "e_above_lowest_kj_mol": 396.03,
  "homo_energy_ev": [-7.6, -7.1],
  "gap_ev": [8.250, 7.743],
  "species": ["C", "C", "C", "C", "O", "Br", "H", "H", "H", "H", "H", "H", "H"],
  "positions_angstrom": [[0.409, 2.820, 0.051], [1.296, 0.484, 0.064], [0.057, -1.894, 0.218], [0.067, -0.323, -0.200], [1.272, 1.790, 0.110], [2.961, -0.302, -0.069], [0.969, 3.811, 0.305], [-0.670, 2.625, 0.012], [-0.950, -2.225, 0.230], [0.680, -2.105, 1.015], [0.514, -2.211, -0.779], [-0.664, 0.324, 0.252], [-0.156, -0.337, -1.250]],
  "nbo_charge": [-0.211, 0.192, -0.590, -0.477, -0.405, 0.064, 0.194, 0.169, 0.217, 0.217, 0.212, 0.210, 0.208]
}

# 8
{
  "formula": "C4H7BrO2",
  "method": "wB97M-V/def2-TZVPD",
  "e_tot_ev": -78388.9570,
  "molar_mass_g_mol": 167.00,
  "lumo_energy_ev": [0.93, -2.76],
  "multiplicity": 3,
  "e_above_lowest_kj_mol": 496.39,
  "homo_energy_ev": [-5.7, -9.1],
  "gap_ev": [6.608, 6.336],
  "s_squared": 2.009,
  "species": ["C", "C", "C", "C", "O", "O", "Br", "H", "H", "H", "H", "H", "H", "H"],
  "positions_angstrom": [[1.254, 1.108, 1.426], [1.814, 0.266, 0.564], [-1.134, 0.273, -1.026], [-1.283, -1.081, -0.317], [0.969, -1.184, -0.067], [-0.254, -1.332, 0.623], [3.331, 0.207, -0.430], [1.727, 2.020, 1.699], [0.319, 0.923, 1.821], [-0.481, 0.936, -0.323], [-0.547, 0.370, -1.989], [-2.183, 0.516, -1.167], [-1.222, -1.828, -0.988], [-2.310, -1.195, 0.174]],
  "nbo_charge": [-0.485, -0.108, -0.666, -0.092, -0.065, -0.165, 0.102, 0.193, 0.207, 0.242, 0.231, 0.219, 0.188, 0.199]
}